Entry 1:
Here is a molecular structure, C33H46As3N6O4SV from the Open Molecules 2025 dataset. Energies are from wB97M-V/def2-TZVPD.

Output
* E_LUMO (spin up / spin down): -4.40 / -4.56 eV
* frontier orbital gap (spin up / spin down): 0.179 / 0.173 Ha
* <S²>: 3.7758
* ΔE to the lowest compared entry with this formula, charge and spin: 35.3 kcal per mole

The geometry in ORCA input format:
```
! wB97M-V def2-TZVPD RIJCOSX def2/J DEFGRID3
* xyz 1 4
S -7.840 -7.253 10.972
H -14.025 -8.033 10.779
C -11.054 -8.596 8.977
H -18.389 -14.696 10.608
As -14.770 -10.236 11.667
H -17.897 -13.858 15.692
H -19.461 -10.832 15.522
H -16.610 -13.528 11.988
C -13.715 -8.599 11.659
H -16.069 -9.141 13.589
C -11.516 -9.970 8.870
H -13.511 -18.276 11.240
C -11.021 -6.224 8.807
H -12.925 -9.912 15.793
H -12.540 -7.457 7.818
C -11.015 -11.792 13.235
C -16.981 -13.286 15.456
C -13.466 -9.589 14.886
As -12.926 -12.423 12.979
C -13.330 -11.500 8.546
H -17.518 -19.518 11.636
H -12.668 -9.423 14.057
H -13.832 -8.580 15.102
C -15.513 -18.686 11.579
C -11.589 -7.452 8.441
C -16.458 -13.833 10.968
H -16.104 -9.058 9.767
H -9.698 -10.734 9.825
H -18.205 -10.851 14.329
C -16.780 -19.022 11.016
H -10.858 -12.952 10.352
H -10.776 -10.780 12.754
H -14.826 -12.658 14.418
H -14.348 -11.828 8.185
H -12.644 -8.776 11.704
N -16.275 -17.794 7.549
N -9.891 -6.103 9.550
H -17.923 -15.283 8.261
H -17.179 -10.217 10.581
H -13.869 -18.035 8.622
O -7.540 -8.615 10.446
As -17.073 -11.637 16.519
H -14.715 -19.747 13.255
H -13.154 -14.849 12.221
H -17.040 -12.965 14.415
H -14.806 -10.876 16.797
C -15.507 -10.518 15.998
H -15.789 -9.502 16.349
H -10.395 -12.572 12.821
N -15.191 -13.723 10.461
C -14.005 -11.932 14.539
C -17.015 -18.790 9.644
C -15.946 -18.352 8.819
C -15.297 -18.851 13.051
H -16.788 -8.715 11.337
H -11.438 -5.257 8.574
H -11.753 -14.682 13.369
O -6.774 -6.335 10.563
N -9.933 -8.437 9.704
C -11.327 -12.184 9.703
O -15.218 -17.109 5.633
C -14.452 -18.277 10.744
H -18.239 -9.511 15.618
H -14.770 -17.998 13.428
C -12.790 -14.407 13.139
H -13.842 -14.768 9.194
H -10.829 -11.661 14.284
H -13.382 -14.834 13.950
H -13.208 -9.579 7.517
H -14.035 -8.021 12.524
N -12.599 -12.390 9.283
C -17.131 -14.978 8.935
C -17.383 -14.499 10.219
O -8.433 -7.090 12.277
C -15.800 -15.125 8.617
C -10.738 -10.982 9.498
H -13.468 -12.102 15.463
C -15.584 -10.151 13.522
H -16.369 -10.932 13.370
V -13.817 -12.345 10.810
C -14.862 -14.489 9.389
H -14.714 -14.989 6.863
H -16.712 -18.451 6.940
C -14.657 -10.556 14.658
C -14.642 -18.213 9.346
C -12.755 -10.283 8.256
C -15.535 -16.891 6.817
H -16.127 -13.864 15.671
H -16.356 -18.938 13.433
C -18.371 -10.585 15.392
C -9.399 -7.263 9.979
C -16.375 -9.499 10.753
N -15.306 -15.646 7.399
H -17.980 -19.064 9.172
*
```

Löwdin charges in e:
1 S 0.459
2 H 0.036
3 C -0.260
4 H 0.132
5 As 1.096
6 H 0.036
7 H 0.033
8 H 0.108
9 C -0.250
10 H 0.113
11 C -0.095
12 H 0.102
13 C -0.081
14 H 0.095
15 H 0.122
16 C -0.216
17 C -0.355
18 C -0.072
19 As 1.096
20 C -0.164
21 H 0.109
22 H 0.097
23 H 0.089
24 C -0.286
25 C -0.015
26 C -0.079
27 H 0.044
28 H 0.156
29 H -0.006
30 C -0.029
31 H 0.135
32 H 0.066
33 H 0.042
34 H 0.142
35 H 0.028
36 N 0.120
37 N 0.145
38 H 0.142
39 H 0.027
40 H 0.112
41 O -0.417
42 As 1.142
43 H 0.090
44 H -0.003
45 H -0.017
46 H 0.061
47 C -0.379
48 H 0.082
49 H 0.015
50 N -0.084
51 C -0.333
52 C -0.013
53 C -0.242
54 C -0.051
55 H 0.018
56 H 0.109
57 H 0.041
58 O -0.335
59 N 0.138
60 C -0.121
61 O 0.069
62 C -0.033
63 H 0.024
64 H 0.060
65 C -0.233
66 H 0.132
67 H 0.024
68 H 0.034
69 H 0.140
70 H 0.038
71 N -0.125
72 C 0.058
73 C -0.024
74 O -0.354
75 C -0.228
76 C 0.045
77 H 0.095
78 C -0.297
79 H 0.050
80 V 0.351
81 C -0.069
82 H 0.173
83 H 0.145
84 C -0.659
85 C -0.013
86 C 0.018
87 C -0.502
88 H -0.006
89 H 0.097
90 C -0.339
91 C -0.344
92 C -0.259
93 N 0.137
94 H 0.123

---

Entry 2:
Here is a molecular structure, C33H46AsF6N4S4SbScSi3 from the Open Molecules 2025 dataset. Energies are from wB97M-V/def2-TZVPD.

Output
* E_LUMO (spin up / spin down): -0.29 / -2.64 eV
* frontier orbital gap (spin up / spin down): 0.273 / 0.186 Ha
* <S²>: 0.7549

The geometry in ORCA input format:
```
! wB97M-V def2-TZVPD RIJCOSX def2/J DEFGRID3
* xyz 0 2
H -0.961 1.295 -2.215
H 1.809 -3.215 -2.400
H 2.451 -2.984 -0.758
F 1.647 4.165 3.622
Si -1.870 -4.030 -1.069
H 1.913 -6.305 0.106
H 0.854 7.746 -1.541
H 2.618 -1.704 -1.958
S -2.526 0.036 -0.072
Si 0.545 -4.471 0.923
H -3.440 -5.736 -0.120
Si 1.466 1.339 -1.602
C -2.323 4.451 -1.108
S -5.077 -0.073 1.252
H 2.302 2.941 0.141
H 3.596 0.272 -2.462
H -3.133 -2.021 -1.768
As 0.877 2.675 3.855
H 2.896 1.473 -3.549
H -3.941 -2.809 -0.408
C 1.966 -2.493 -1.597
H 0.066 1.435 -3.640
C -1.752 -1.421 3.339
F 0.023 1.095 3.807
C -0.556 5.465 0.106
C -2.552 -3.546 1.922
C -1.506 -2.740 1.452
N 1.468 -0.400 2.032
H -1.397 -0.568 3.899
Sc -0.407 0.819 1.533
C 1.449 7.458 -3.586
N -1.166 -1.636 2.151
H 1.626 -5.186 -1.224
H 5.278 -0.413 1.702
C 4.198 -0.413 1.796
H 2.493 7.689 -3.399
C 2.017 -3.723 1.764
C 0.537 7.484 -2.542
C -0.152 6.876 -5.093
H 1.877 3.778 -1.361
S -2.908 1.483 2.454
Sb 0.088 -1.558 -1.083
C 2.018 -0.120 0.834
H -1.787 -6.348 -0.044
C -1.141 6.863 -4.118
C -2.477 -5.760 -0.641
H -4.001 -3.907 3.455
S -2.023 7.161 -1.526
C -1.605 5.592 -0.788
H -0.400 6.638 -6.122
H 1.716 -0.872 4.019
H 3.385 2.865 -1.251
C -0.713 -3.197 0.239
H -2.164 6.614 -4.367
F 1.131 2.281 2.094
C -1.945 3.240 -0.555
F 0.519 2.889 5.492
H -4.050 -3.518 -2.032
H 2.208 -0.150 -3.483
H 0.569 -6.173 2.660
H -2.634 -6.298 -1.581
C -0.786 7.171 -2.813
H -2.831 -4.426 1.361
H -3.203 -1.939 4.820
C 3.412 -0.098 0.705
H 0.365 -6.329 -0.741
C 1.006 0.231 -0.173
C 2.333 2.872 -0.948
C 2.653 0.642 -2.875
H -2.491 2.346 -0.805
H 2.733 -4.525 1.976
H -0.227 2.851 -2.625
F 2.333 1.878 4.189
H 4.189 -0.973 3.890
C 1.156 -5.672 -0.371
H -1.726 -4.765 -3.379
C 2.233 -0.682 3.086
H 0.027 6.322 0.417
H 3.857 0.156 -0.247
C -2.761 -2.197 3.867
C -0.208 -5.483 2.310
H 0.587 4.111 1.273
C -3.193 -3.272 3.112
N -0.912 3.094 0.282
H 2.532 -2.944 1.202
C -1.034 -4.209 -2.737
H 1.706 -3.299 2.721
C -0.059 1.771 -2.606
H -3.159 4.493 -1.793
C -0.249 4.211 0.607
H -0.488 -4.849 3.156
C -3.493 0.509 1.229
H -0.834 -3.252 -3.225
F -0.629 3.340 3.369
C -3.388 -2.992 -1.335
N 1.127 7.162 -4.847
C 3.604 -0.729 3.014
H -0.104 -4.776 -2.688
H -1.079 -6.077 2.035
*
```

Löwdin charges in e:
1 H -0.011
2 H 0.003
3 H -0.017
4 F -0.182
5 Si 0.392
6 H 0.043
7 H 0.103
8 H -0.024
9 S 0.560
10 Si 0.447
11 H 0.037
12 Si 0.385
13 C -0.053
14 S 0.730
15 H 0.015
16 H 0.022
17 H -0.011
18 As 0.752
19 H 0.041
20 H 0.020
21 C -0.287
22 H 0.038
23 C -0.181
24 F -0.299
25 C -0.048
26 C -0.074
27 C -0.412
28 N -0.011
29 H 0.075
30 Sc 0.772
31 C -0.139
32 N 0.048
33 H 0.013
34 H 0.113
35 C -0.040
36 H 0.107
37 C -0.164
38 C -0.082
39 C -0.141
40 H 0.030
41 S 0.627
42 Sb 1.406
43 C -0.448
44 H 0.007
45 C -0.081
46 C -0.175
47 H 0.117
48 S 0.990
49 C -0.500
50 H 0.106
51 H 0.123
52 H 0.037
53 C -0.516
54 H 0.104
55 F -0.297
56 C -0.171
57 F -0.178
58 H 0.045
59 H 0.028
60 H 0.044
61 H 0.041
62 C -0.520
63 H 0.077
64 H 0.113
65 C -0.019
66 H 0.027
67 C -0.550
68 C -0.157
69 C -0.202
70 H 0.038
71 H 0.050
72 H 0.026
73 F -0.173
74 H 0.111
75 C -0.168
76 H 0.041
77 C -0.164
78 H 0.113
79 H 0.100
80 C -0.051
81 C -0.162
82 H 0.080
83 C -0.043
84 N 0.046
85 H 0.010
86 C -0.206
87 H 0.033
88 C -0.179
89 H 0.114
90 C -0.132
91 H 0.039
92 C -1.782
93 H 0.004
94 F -0.236
95 C -0.198
96 N 0.062
97 C -0.064
98 H 0.018
99 H 0.026

---

Entry 3:
Here is a molecular structure, C33H46ClNOP4PtSe from the Open Molecules 2025 dataset. Energies are from wB97M-V/def2-TZVPD.

Output
* E_LUMO (spin up / spin down): -4.49 / -7.84 eV
* frontier orbital gap (spin up / spin down): 0.189 / 0.191 Ha
* <S²>: 6.0285
* ΔE to the lowest compared entry with this formula, charge and spin: 0.0 kcal per mole

The geometry in ORCA input format:
```
! wB97M-V def2-TZVPD RIJCOSX def2/J DEFGRID3
* xyz 2 5
H 3.174 -2.627 1.665
H -0.043 -3.557 0.482
C -4.510 -1.476 -3.033
C -0.780 2.923 1.816
C 0.006 -0.746 -6.425
H -2.189 -2.951 -4.471
H 2.591 -1.995 -2.066
H 6.550 2.696 -5.617
C 0.927 -0.602 -5.370
C -0.192 -2.002 -7.001
C 1.653 -1.722 -4.920
H 1.515 2.496 -7.063
C -1.303 4.337 -6.499
H -1.690 -4.137 -3.229
H 3.739 -2.345 -0.732
C 5.004 1.282 -6.145
C 5.542 2.337 -5.401
C 1.402 -2.981 -5.465
C 0.931 0.865 -2.712
H 1.523 -4.217 -0.092
H -1.267 2.294 -3.769
H -1.890 5.141 -6.945
C -0.152 3.869 -7.143
C -3.052 1.508 0.684
Se 0.025 0.110 4.834
P -3.239 -2.531 -2.345
H -1.389 0.305 -4.436
C 4.793 2.931 -4.380
H -2.212 -1.526 0.344
C 3.711 0.827 -5.883
H -4.818 -0.737 -2.281
H -3.625 2.410 0.938
H 1.590 -2.301 2.456
H 0.319 -4.100 -6.962
H 5.587 0.811 -6.937
H 5.209 3.752 -3.796
P -1.316 1.945 0.378
C -1.008 -0.809 -2.822
C 2.325 -1.933 1.731
C 3.502 2.478 -4.103
C -1.606 -1.152 -0.494
H -0.449 -1.569 -3.404
H -2.027 2.731 -1.784
H 2.417 -1.597 -4.148
H -0.524 0.129 -6.808
H -3.042 -4.108 -0.548
C 0.491 -3.119 -6.515
H -0.850 2.325 2.732
H 3.287 0.005 -6.463
H 2.671 -0.942 2.046
P 1.545 -1.793 0.097
C -0.954 2.741 -4.713
O -1.891 -0.061 -3.681
H -1.416 3.815 1.895
H -3.309 -4.266 -3.985
H -5.372 -2.091 -3.321
H -4.103 -0.946 -3.903
C -3.845 -3.484 -0.965
C -2.539 -3.568 -3.632
C -1.877 -1.483 -1.771
H -4.228 -2.813 -0.184
P 1.232 0.994 -4.597
C -1.365 3.119 -1.002
H 0.266 3.211 1.662
H -1.741 4.089 -0.650
C -1.700 3.775 -5.281
Cl 1.958 1.448 0.347
H 2.914 2.928 -3.301
Pt 0.030 0.043 -0.170
C -0.239 -0.207 3.120
H 3.279 -0.649 -1.106
H 1.939 -3.849 -5.076
H 1.597 1.441 -2.072
C 2.950 1.438 -4.870
H -4.658 -4.132 -1.321
C 0.607 2.849 -6.571
H -0.354 3.240 -1.406
H -3.096 0.793 1.512
C 0.785 -3.413 -0.221
C 2.928 -1.686 -1.071
C 0.023 0.073 -2.169
H 0.389 -3.443 -1.244
N -0.477 -0.491 1.986
C 0.207 2.271 -5.349
H -0.887 -2.100 -7.836
H -3.474 1.044 -0.215
H 0.161 4.301 -8.094
H -2.592 4.133 -4.765
*
```

Löwdin charges in e:
1 H 0.059
2 H 0.046
3 C -0.160
4 C -0.255
5 C -0.063
6 H 0.061
7 H 0.022
8 H 0.125
9 C -0.333
10 C -0.055
11 C -0.091
12 H 0.117
13 C -0.044
14 H 0.073
15 H 0.061
16 C -0.045
17 C -0.051
18 C -0.055
19 C -0.225
20 H 0.061
21 H 0.069
22 H 0.120
23 C -0.048
24 C -0.247
25 Se 0.931
26 P 0.885
27 H 0.056
28 C -0.030
29 H 0.055
30 C -0.083
31 H 0.074
32 H 0.061
33 H 0.038
34 H 0.120
35 H 0.121
36 H 0.125
37 P 0.673
38 C -0.396
39 C -0.259
40 C -0.073
41 C -0.235
42 H 0.124
43 H 0.040
44 H 0.104
45 H 0.116
46 H 0.075
47 C -0.055
48 H 0.012
49 H 0.107
50 H 0.032
51 P 0.672
52 C -0.085
53 O -0.051
54 H 0.061
55 H 0.076
56 H 0.075
57 H 0.061
58 C -0.166
59 C -0.156
60 C -0.372
61 H 0.073
62 P 1.113
63 C -0.241
64 H 0.017
65 H 0.062
66 C -0.049
67 Cl -0.006
68 H 0.108
69 Pt 0.764
70 C -0.805
71 H 0.025
72 H 0.118
73 H -0.021
74 C -0.311
75 H 0.077
76 C -0.063
77 H 0.043
78 H 0.043
79 C -0.246
80 C -0.245
81 C -0.393
82 H 0.031
83 N -0.054
84 C -0.313
85 H 0.120
86 H 0.035
87 H 0.120
88 H 0.116

---

Table of calculated total energy (eV), in record order: -271124.88868; -212292.50435; -156758.12117
Table of max |F| (eV/A), in record order: 3.94; 0.96; 4.85